Entry 1:
{
  "formula": "C3H6N2O",
  "method": "ωB97M-V/def2-TZVPD",
  "species": ["C", "C", "N", "N", "C", "O", "H", "H", "H", "H", "H", "H"],
  "coordinates": [[1.03562, -1.04195, 0.93782], [0.01277, -0.41792, -0.15795], [-0.17903, -1.26821, -1.03020], [-0.73519, 0.80007, -0.61004], [-0.92582, 2.03575, -0.06884], [-1.57360, 2.93487, -0.56862], [1.04959, -2.16645, 0.92745], [0.82428, -0.76288, 1.96116], [2.05021, -0.76634, 0.63371], [0.05596, -2.12305, -1.39479], [-1.20605, 0.65510, -1.52345], [-0.40873, 2.12100, 0.89375]],
  "homo_lumo_gap_ev": 9.832,
  "e_above_lowest_kcal_mol": 64.7,
  "e_homo_ha": -0.3353,
  "multiplicity": 1,
  "smiles": "[H]/N=C(\\C)NC=O"
}


Entry 2:
{
  "formula": "C3H6N2O",
  "method": "ωB97M-V/def2-TZVPD",
  "species": ["C", "C", "C", "O", "N", "N", "H", "H", "H", "H", "H", "H"],
  "coordinates": [[-0.96026, -0.53458, 0.30921], [0.07327, 0.55239, 0.01166], [1.10602, -0.45255, 0.57797], [0.00697, 1.89726, 0.23402], [0.21463, -1.26955, -0.29357], [0.35335, -0.08549, -1.29830], [-0.48011, 2.33792, -0.47290], [-0.44536, -0.05001, -1.94098], [-1.18299, -0.79301, 1.34302], [-1.85589, -0.56518, -0.31195], [2.12050, -0.37701, 0.19975], [1.04988, -0.66018, 1.64207]],
  "homo_lumo_gap_ev": 10.342,
  "e_above_lowest_kcal_mol": 105.2,
  "e_homo_ha": -0.3553,
  "multiplicity": 1
}


Entry 3:
{
  "formula": "C3H6N2O",
  "method": "ωB97M-V/def2-TZVPD",
  "species": ["C", "C", "C", "H", "H", "H", "H", "H", "H", "N", "N", "O"],
  "coordinates": [[-0.44270, -0.36248, -0.86028], [0.19778, 1.02012, -0.72113], [0.25474, 0.21649, 1.59495], [-1.53193, -0.35360, -0.58287], [-0.38110, -0.97478, -1.87317], [-0.35381, 1.96421, -0.97826], [1.26596, 1.18087, -1.10412], [0.14617, 0.58487, 2.58095], [-0.11546, -2.12837, -0.12480], [0.30386, -1.06973, 1.39663], [0.34942, -1.29800, -0.04273], [0.30707, 1.22041, 0.71483]],
  "homo_lumo_gap_ev": 9.657,
  "e_above_lowest_kcal_mol": 69.5,
  "e_homo_ha": -0.3194,
  "multiplicity": 1,
  "smiles": "C1=NNCCO1"
}


Entry 4:
{
  "formula": "C3H6N2O",
  "method": "ωB97M-V/def2-TZVPD",
  "species": ["N", "C", "C", "O", "C", "N", "H", "H", "H", "H", "H", "H"],
  "coordinates": [[0.37804, -0.61294, 1.35525], [0.77559, -0.24518, 0.00038], [-0.32406, 0.59903, -0.61011], [-0.90089, 1.47220, 0.24541], [-0.31504, 0.97101, -2.04909], [-1.21323, 0.05109, -1.94340], [-0.16753, -1.46732, 1.36115], [1.17440, -0.75320, 1.96497], [1.65906, 0.39997, 0.06458], [1.02055, -1.08433, -0.65808], [-1.27161, -0.38350, -0.85746], [-0.81529, 1.05319, 1.12641]],
  "homo_lumo_gap_ev": 9.410,
  "e_above_lowest_kcal_mol": 121.5,
  "e_homo_ha": -0.3277,
  "multiplicity": 1
}


Entry 5:
{
  "formula": "C3H6N2O",
  "method": "ωB97M-V/def2-TZVPD",
  "species": ["C", "C", "C", "N", "N", "O", "H", "H", "H", "H", "H", "H"],
  "coordinates": [[0.16456, 0.51291, 0.81529], [0.92395, -0.51992, 0.06739], [-1.30285, 0.01884, 0.75386], [0.12608, 0.34226, -1.90276], [0.21216, -0.68307, -1.13190], [-1.62821, -0.95648, 0.15722], [0.57417, 0.64000, 1.79538], [0.27152, 1.36425, 0.19988], [2.01911, -0.12722, -0.10514], [0.93842, -1.42262, 0.66662], [-1.88639, 0.58057, 1.43094], [-0.41252, 0.25048, -2.74678]],
  "homo_lumo_gap_ev": 9.248,
  "e_above_lowest_kcal_mol": 91.6,
  "e_homo_ha": -0.3115,
  "multiplicity": 1,
  "smiles": "[H]/N=N/CCC=O"
}


Entry 6:
{
  "formula": "C3H6N2O",
  "method": "ωB97M-V/def2-TZVPD",
  "species": ["O", "C", "N", "C", "C", "N", "H", "H", "H", "H", "H", "H"],
  "coordinates": [[2.46959, 0.18428, 0.00454], [1.29722, -0.03612, -0.16540], [0.39824, 0.70027, -0.95531], [-0.69065, 0.78016, 0.01288], [-0.88008, -0.69511, 0.34116], [0.53727, -1.05982, 0.46949], [0.76357, 1.58355, -1.28754], [-1.55196, 1.36298, -0.30573], [-0.23432, 1.18918, 0.94012], [-1.41512, -0.80215, 1.28971], [-1.40635, -1.26166, -0.43735], [0.79865, -1.95193, 0.07003]],
  "homo_lumo_gap_ev": 10.778,
  "e_above_lowest_kcal_mol": 17.9,
  "e_homo_ha": -0.3618,
  "multiplicity": 1,
  "smiles": "O=C1NCCN1"
}